1.
{
  "formula": "CH2Cl4P2",
  "method": "wB97M-V/def2-TZVPD",
  "e_above_lowest_kcal_mol": 71.7,
  "e_homo_ev": [-8.519, -7.740],
  "lumo_energy_ev": [-0.7, -0.6],
  "species": ["C", "P", "P", "Cl", "Cl", "Cl", "Cl", "H", "H"],
  "xyz": [[-0.52428, 0.41852, 0.56531], [-1.99368, -0.82648, 3.40568], [-0.11234, -1.84826, 2.90243], [-1.72129, -0.60724, 0.91911], [-1.19731, 0.93210, 3.73411], [0.41818, -2.36957, 4.83878], [-0.80445, -3.54109, 2.21018], [0.49040, 0.02455, 0.83715], [-1.00851, 1.40007, 0.47288]]
}

2.
{
  "formula": "C5H4FNS",
  "method": "wB97M-V/def2-TZVPD",
  "e_above_lowest_kcal_mol": 36.4,
  "e_homo_ev": -8.840,
  "lumo_energy_ev": -0.6,
  "species": ["C", "C", "C", "C", "C", "H", "H", "H", "H", "N", "F", "S"],
  "xyz": [[-0.04416, -0.11428, -1.27179], [0.01046, -0.01433, 0.06305], [-0.55685, 0.96627, 0.99069], [0.52024, -0.48024, 2.22607], [0.70774, -0.92448, 0.96900], [-0.56028, 0.35928, -3.44261], [0.49428, -0.93340, -1.75459], [-1.16667, 1.83556, 0.72034], [0.85974, -0.92286, 3.17786], [-0.27817, 0.69152, 2.22441], [1.38956, -1.98349, 0.53158], [-0.87566, 1.00466, -2.30739]]
}

3.
{
  "formula": "C2H5NO2",
  "method": "wB97M-V/def2-TZVPD",
  "e_above_lowest_kcal_mol": 37.0,
  "e_homo_ev": -9.763,
  "lumo_energy_ev": 0.5,
  "species": ["C", "N", "C", "O", "O", "H", "H", "H", "H", "H"],
  "xyz": [[-1.37123, 1.30749, -0.00333], [1.39538, -0.53303, -0.35060], [0.46295, -1.23013, 0.33218], [-0.39336, 1.09657, 0.66499], [0.51608, -1.49881, 1.49950], [2.13721, -0.11285, 0.18516], [1.29085, -0.28020, -1.31731], [-1.39889, 2.12751, -0.76540], [-2.29985, 0.72067, 0.09341], [-0.33915, -1.59721, -0.33860]]
}

4.
{
  "formula": "C6H3Cl2FN2S",
  "method": "wB97M-V/def2-TZVPD",
  "e_above_lowest_kcal_mol": 47.9,
  "e_homo_ev": -8.797,
  "lumo_energy_ev": -0.9,
  "species": ["C", "C", "C", "C", "C", "C", "N", "N", "F", "S", "Cl", "Cl", "H", "H", "H"],
  "xyz": [[-0.61745, 0.03536, 0.20959], [-2.62814, 0.90576, -0.49879], [-2.96662, -0.38909, -1.02271], [-0.73932, -1.07310, -0.77303], [0.63898, -0.18689, 0.94888], [3.32477, 0.13421, 1.00756], [-1.54523, 0.91057, 0.24648], [-1.96437, -1.19195, -1.23729], [3.46022, -1.18334, 0.82068], [1.75065, 0.71229, 0.18479], [3.29691, 0.52759, 2.73019], [4.87543, 0.92149, 0.36796], [-3.15740, 1.83491, -0.57386], [-3.94387, -0.42988, -1.39933], [0.21542, -1.52792, -1.01112]]
}

5.
{
  "formula": "C47H38N6O6S2Y",
  "method": "wB97M-V/def2-TZVPD",
  "total_charge": -1,
  "e_above_lowest_kcal_mol": 19.4,
  "e_homo_ev": -4.749,
  "lumo_energy_ev": 2.1,
  "species": ["Y", "O", "C", "N", "C", "C", "C", "C", "C", "C", "N", "C", "O", "C", "C", "C", "C", "C", "N", "C", "C", "C", "C", "C", "N", "H", "H", "H", "H", "H", "H", "H", "H", "H", "H", "H", "H", "C", "C", "C", "C", "C", "C", "C", "H", "H", "H", "H", "H", "H", "H", "H", "O", "S", "O", "N", "C", "S", "C", "C", "C", "C", "C", "C", "H", "H", "H", "H", "C", "C", "C", "C", "C", "C", "N", "C", "C", "C", "C", "C", "C", "C", "O", "O", "C", "C", "H", "H", "H", "H", "H", "H", "H", "H", "H", "H", "H", "H", "H", "H"],
  "xyz": [[0.39944, -0.20940, 1.51379], [1.58079, 3.80247, 2.79351], [1.34138, 2.75917, 2.19220], [1.13453, 1.52466, 2.67423], [1.60238, 1.14360, 3.95876], [1.61422, 1.96314, 5.08438], [2.13313, 1.48680, 6.28499], [2.65425, 0.20377, 6.35955], [2.67272, -0.61637, 5.23868], [2.14642, -0.16574, 4.03011], [2.09234, -0.90034, 2.82663], [2.90410, -1.91347, 2.52708], [3.84814, -2.40236, 3.14236], [2.61721, -2.46170, 1.12522], [3.20604, -3.65116, 0.73149], [3.05353, -4.06713, -0.57917], [2.31548, -3.28267, -1.45969], [1.71817, -2.13806, -0.97415], [1.86094, -1.73633, 0.29181], [1.38197, 2.78356, 0.67292], [1.33156, 3.99340, 0.00377], [1.54131, 4.00954, -1.36229], [1.83591, 2.81760, -2.00570], [1.86127, 1.65744, -1.25775], [1.63401, 1.62160, 0.05595], [1.23828, 2.97203, 5.00238], [2.13023, 2.12779, 7.16016], [3.05592, -0.16653, 7.29722], [3.08356, -1.61453, 5.28441], [3.77889, -4.20020, 1.46702], [3.50445, -4.99320, -0.91935], [2.18958, -3.55830, -2.49904], [1.07576, -1.53083, -1.60223], [1.15003, 4.89101, 0.58055], [1.48381, 4.93661, -1.92035], [2.01393, 2.78403, -3.07314], [2.09196, 0.70587, -1.72754], [-2.03329, 0.67989, 4.57637], [-2.36434, 1.01692, 3.14939], [-3.15750, 0.18388, 2.36943], [-3.64784, 0.60338, 1.13500], [-3.34221, 1.86484, 0.66089], [-2.50397, 2.69375, 1.40387], [-2.02310, 2.27551, 2.63473], [-2.56961, 1.36370, 5.23877], [-0.97314, 0.78152, 4.79916], [-2.32751, -0.33309, 4.82703], [-3.43702, -0.79072, 2.75351], [-4.26557, -0.06622, 0.54651], [-3.72739, 2.19804, -0.29585], [-2.22075, 3.66669, 1.01577], [-1.40437, 2.94040, 3.23098], [1.03904, -3.33358, 4.56367], [-0.19862, -2.60288, 4.62680], [-0.40016, -1.67443, 5.69508], [-0.53335, -1.93780, 3.12903], [-1.24029, -2.82204, 2.41786], [-1.36537, -2.73042, 0.76230], [-1.90243, -3.88243, 3.24520], [-2.83346, -4.82409, 2.85177], [-3.34941, -5.67745, 3.82155], [-2.93156, -5.58668, 5.14919], [-1.98117, -4.64987, 5.53478], [-1.49278, -3.80683, 4.55809], [-3.14114, -4.87323, 1.81379], [-4.08861, -6.42043, 3.54454], [-3.35264, -6.25391, 5.89180], [-1.64197, -4.57846, 6.56401], [2.30747, 1.96600, -7.78433], [1.12940, 2.56134, -7.04899], [0.53508, 3.72365, -7.53028], [-0.51703, 4.31502, -6.84418], [-1.00957, 3.71792, -5.69711], [-0.45136, 2.53533, -5.21314], [-1.02320, 1.96290, -4.05102], [-1.32784, 0.62060, -3.89823], [-1.58266, -0.18151, -5.02205], [-1.89851, -1.52081, -4.88340], [-1.98198, -2.10400, -3.62212], [-1.72731, -1.32043, -2.50862], [-1.39975, 0.03009, -2.61119], [-1.07219, 0.80262, -1.35546], [-1.11726, 2.03730, -1.37068], [-0.77991, 0.11059, -0.31289], [0.65728, 1.96790, -5.86660], [1.36678, 0.75771, -5.30989], [2.41789, 2.42113, -8.76826], [2.19941, 0.88759, -7.91488], [3.23854, 2.13041, -7.23438], [0.90961, 4.17046, -8.44630], [-0.96707, 5.22964, -7.21870], [-1.84770, 4.14954, -5.15963], [-0.96471, 2.45120, -3.15762], [-1.53178, 0.26911, -6.00736], [-2.07894, -2.11797, -5.77097], [-2.23342, -3.15210, -3.50856], [-1.77866, -1.74581, -1.51527], [1.13134, -0.14759, -5.87754], [1.08290, 0.57196, -4.27653], [2.44903, 0.90045, -5.34757]]
}

6.
{
  "formula": "C6H6O4S",
  "method": "wB97M-V/def2-TZVPD",
  "e_above_lowest_kcal_mol": 102.1,
  "e_homo_ev": -9.274,
  "lumo_energy_ev": 0.5,
  "species": ["C", "C", "C", "C", "C", "C", "H", "H", "H", "H", "H", "H", "O", "O", "O", "O", "S"],
  "xyz": [[0.37573, 1.01810, 0.15481], [1.74222, 0.98904, 0.07997], [2.44244, -0.29231, 0.07588], [1.70636, -1.37983, 0.03998], [0.34750, -1.41156, 0.15984], [-0.32833, -0.28192, 0.15701], [-1.11297, 2.05123, -0.05657], [2.25073, 1.73762, 0.25254], [3.60032, -0.18220, -0.10470], [2.17899, -2.12731, -0.01774], [-0.16219, -2.15130, 0.08154], [-3.02114, 0.49699, -1.37114], [-0.23207, 2.15855, 0.13223], [-2.51573, 0.93582, -0.90856], [-2.53709, -1.52303, -0.36245], [-2.62353, 0.17599, 1.49747], [-2.11123, -0.21389, 0.18992]]
}

7.
{
  "formula": "C7H12ClO5PV",
  "method": "wB97M-V/def2-TZVPD",
  "total_charge": 3,
  "e_homo_ev": -19.082,
  "lumo_energy_ev": -16.7,
  "species": ["C", "C", "C", "C", "O", "C", "O", "C", "O", "O", "C", "P", "O", "Cl", "H", "H", "H", "H", "H", "H", "H", "H", "H", "H", "H", "H", "V"],
  "xyz": [[2.73497, -0.37303, 0.87059], [2.59257, 0.80530, -0.12809], [1.67299, 0.46078, -1.37628], [0.33324, 1.24196, -1.40144], [-0.82920, 0.50954, -0.90858], [-0.62085, -0.14483, 0.27544], [-0.68278, 0.62675, 1.49026], [-1.98201, 1.08262, 1.48782], [-2.33190, 2.04285, 2.09624], [-2.78619, 0.30036, 0.72948], [-1.99488, -0.86725, 0.53142], [-2.42251, -2.04269, -0.87356], [-3.87313, -2.66012, -0.66528], [-1.11707, -3.58402, -0.70379], [2.83596, -1.30326, 0.28756], [3.64694, -0.20285, 1.46641], [1.90707, -0.44156, 1.59936], [3.59618, 0.97336, -0.55574], [2.25117, 1.74798, 0.32961], [1.50516, -0.63130, -1.37178], [2.19343, 0.69237, -2.31677], [0.43173, 2.24065, -0.93054], [0.11677, 1.45606, -2.46356], [0.09477, -0.98156, 0.28728], [-1.85163, -1.42185, 1.48510], [-3.84948, -3.55967, -1.08183], [-1.57133, 4.03340, 1.84068]]
}

8.
{
  "formula": "C3H3IO2S",
  "method": "wB97M-V/def2-TZVPD",
  "e_above_lowest_kcal_mol": 37.8,
  "e_homo_ev": [-7.840, -7.841],
  "lumo_energy_ev": [-0.2, -0.2],
  "species": ["C", "C", "C", "O", "O", "S", "I", "H", "H", "H"],
  "xyz": [[-0.17063, -2.97989, 0.22407], [1.14546, 1.74252, 0.62687], [-0.73845, 0.82160, -1.10631], [0.41840, -2.95163, 1.20333], [-0.75884, -2.99612, -0.75602], [0.88718, 0.86227, -0.73357], [-2.27290, 1.42738, 0.18375], [0.35453, 2.03954, 1.28540], [2.15805, 1.99077, 0.86469], [-1.02281, 0.04355, -1.79222]]
}

Values for max |F|, eV Å⁻¹, ordered as above
2.32, 0.89, 1.11, 4.87, 1.18, 13.76, 4.09, 1.90
Values for total energy, eV, ordered as above
-69735.13718, -20290.93012, -7739.14666, -47843.69344, -93305.23745, -25339.34435, -65149.95754, -26188.69323